Record 1
21
Properties=species:S:1:pos:R:3 method="wB97M-V/def2-TZVPD" smiles="CNC(C)=O.C=CON" relative_energy_kcal_mol=89.3 gap_ha=0.358 lumo_ev=0.93 spin_multiplicity=1 energy_ha=-457.606578
O 0.1320 2.0527 0.0151
O -2.6699 0.1990 -0.6688
N -1.1268 -0.7507 0.6808
N 0.9435 1.8831 -1.1681
C 1.8789 0.7533 1.2192
C 0.6780 1.3606 1.1431
C -0.8282 -0.8325 -1.7968
C -1.6169 -0.4140 -0.5880
C -0.3640 -1.9458 0.9904
H -0.9251 -0.0581 -2.5636
H 0.2113 -2.3014 0.1366
H 0.4146 2.4551 -1.8288
H 0.2298 1.7982 2.0283
H 0.3440 -1.6894 1.7808
H 1.7783 2.4301 -0.9437
H 0.2376 -0.9238 -1.5822
H 2.3660 0.6395 2.1796
H 2.3283 0.2690 0.3603
H -1.0342 -2.7185 1.3719
H -1.2176 -1.7826 -2.1685
H -1.7599 -0.4238 1.4025



Record 2
18
Properties=species:S:1:pos:R:3 method="wB97M-V/def2-TZVPD" smiles="CCNC=O.O.O" relative_energy_kcal_mol=26.6 gap_ha=0.396 lumo_ev=0.94 spin_multiplicity=1 energy_ha=-401.370674
O -0.2347 0.9308 0.6143
O -2.0571 2.6824 -0.8326
O 4.4196 4.5573 2.6390
N -0.0444 -1.3468 0.2453
C -0.8535 -2.5419 0.0367
C -0.9392 -2.9354 -1.4475
C -0.5427 -0.1046 0.0838
H 4.4187 5.1318 1.8914
H -0.5230 -3.3692 0.6522
H -1.8469 -2.2232 0.3602
H -1.5344 2.6081 -0.0509
H 0.8685 -1.3053 0.6957
H -1.7528 3.4691 -1.2665
H -1.3360 -2.1533 -2.0857
H -1.5989 -3.7989 -1.5481
H 0.0445 -3.2548 -1.7935
H 4.9515 3.8158 2.3850
H -1.4390 -0.1620 -0.5786



Record 3
41
Properties=species:S:1:pos:R:3 method="wB97M-V/def2-TZVPD" total_charge=+1 relative_energy_kcal_mol=13.3 gap_ha=0.343 lumo_ev=-2.91 spin_multiplicity=1 energy_ha=-3095.008488
I -1.6611 2.3940 2.2755
I 0.7447 0.9161 4.4800
S 0.9441 2.7282 -1.7673
S 2.3700 0.6873 -0.6382
Mg -0.1098 1.1283 0.0697
F -0.2446 4.1602 -3.5123
F 3.9899 1.5435 -2.5386
F 4.4486 2.3190 -0.5622
F 4.9082 0.2661 -1.0610
F 0.9107 2.5306 -4.3656
F -0.9960 2.1261 -3.4294
O -0.0982 2.9946 -0.7594
O 2.4722 -0.7340 -0.5588
O 2.0953 3.5673 -1.7981
O 1.9931 1.4143 0.5859
N -1.9238 0.5663 -0.7568
N -0.1436 -0.6943 1.0144
N -2.0653 -1.6278 0.0633
N 1.2378 1.1120 -1.7321
N -3.7646 -0.7989 -1.2119
N -0.5137 -3.0077 1.0672
C -1.4215 -4.1322 0.8749
C 4.0705 1.2640 -1.2538
C -0.1899 2.6759 3.7787
C 0.0930 2.8866 -3.3978
C 0.7934 -3.2497 1.6756
C -0.8449 -1.7427 0.7340
C -2.5635 -0.5475 -0.6432
H -2.4353 1.2316 -1.3268
H -2.3834 -3.9710 1.3677
H -0.6966 3.1473 4.6106
H 1.0056 -4.3128 1.6198
H 1.5729 -2.7258 1.1219
H 0.5637 3.3258 3.3534
H -1.5737 -4.3565 -0.1836
H -0.9809 -5.0084 1.3388
H -4.2329 -0.0774 -1.7305
H 0.6963 -0.9382 1.5223
H -2.5987 -2.4753 -0.0205
H -4.2793 -1.6411 -1.0301
H 0.8114 -2.9436 2.7244